No. 1
2 unconnected molecules or ions with the total composition C15H23N3O in a non-equilibrium geometry, computed with ωB97M-V/def2-TZVPD.

Computed properties:
Charge = 0
Kohn-Sham gap = 8.2 eV
DFT total energy = -824.33028 Eh
ΔE to the lowest compared entry with this formula, charge and spin = 1524.72 kJ/mol
Lowest unoccupied orbital energy = 0.5 eV

Geometry (Å):
C  5.593  3.843  0.060
C  4.503  2.653  0.098
C  3.904  2.305  1.382
C  3.017  1.422  1.382
C  2.699  0.670  0.073
C  3.326  1.082  -0.956
C  4.268  2.196  -1.008
H  4.807  2.069  -1.995
H  3.124  0.341  -1.810
N  1.671  -0.270  0.422
C  1.314  -1.223  -0.278
O  1.755  -1.323  -1.580
N  0.274  -2.033  -0.197
H  -0.108  -2.635  -0.624
C  -0.444  -2.009  1.145
H  -1.060  -2.706  1.370
H  0.089  -1.761  1.984
C  -1.471  -0.607  1.261
N  -2.669  -0.904  0.448
C  -3.573  -1.739  0.779
C  -4.827  -1.523  -0.030
C  -4.650  -1.185  -1.315
C  -3.636  -0.266  -1.613
C  -2.350  -0.518  -0.884
H  -1.867  -1.869  -1.439
H  -1.652  0.057  -1.172
H  -4.017  0.800  -1.513
H  -3.441  -0.274  -2.692
H  -4.385  -2.119  -1.893
H  -5.722  -0.945  -1.946
H  -5.246  -0.643  0.514
H  -5.554  -2.337  0.142
H  -3.250  -2.813  0.336
H  -3.685  -1.840  1.639
H  -1.815  -0.562  2.236
H  -0.925  0.104  1.197
H  1.409  -0.506  1.324
H  2.500  1.440  2.539
H  4.314  2.999  2.255
H  6.334  3.766  -0.739
H  6.211  3.888  0.878
H  5.238  4.978  0.224

Forces on the atoms, in the same order (eV/Å):
C -1.9 1.5 0.0
C 5.4 8.0 7.8
C 5.9 6.6 -0.4
C -5.6 -4.0 2.6
C -2.2 1.0 9.2
C 0.5 -2.0 -6.1
C -2.8 -7.7 -8.7
H -0.4 1.7 1.4
H 0.4 1.6 0.7
N 1.9 3.1 1.7
C -0.2 -5.4 -15.6
O -0.1 0.7 4.5
N 3.4 9.6 15.1
H -4.9 -10.0 -9.1
C 1.0 7.8 -3.2
H -3.6 -5.3 0.8
H 2.4 -0.2 1.9
C -6.1 -13.1 0.3
N 8.7 9.9 -1.6
C -1.3 -5.8 -14.0
C -3.2 0.0 8.3
C -4.0 -2.6 -8.9
C 2.0 4.4 -2.6
C -6.7 -9.4 0.2
H -1.3 3.1 0.7
H 5.5 4.4 -0.8
H 0.7 -0.8 0.6
H 0.1 -0.2 0.0
H 0.0 0.4 0.4
H 2.7 -0.2 2.0
H -0.4 -0.2 -0.2
H 0.4 0.2 -0.1
H -0.1 0.6 0.9
H -2.1 -1.4 13.7
H -0.6 -0.4 2.4
H 6.0 9.4 -2.5
H 0.2 1.2 2.9
H 0.8 -1.2 -3.6
H -1.3 -1.9 -1.7
H -0.7 0.1 -0.5
H 1.5 -0.9 2.6
H -0.1 -2.5 -1.2



No. 2
A molecular structure, C15H23N3O2 in a non-equilibrium geometry, computed with ωB97M-V/def2-TZVPD.

Computed properties:
Charge = 0
Kohn-Sham gap = 8.3 eV
DFT total energy = -899.60108 Eh
ΔE to the lowest compared entry with this formula, charge and spin = 1425.89 kJ/mol
Lowest unoccupied orbital energy = 0.4 eV

Geometry (Å):
C  0.452  2.847  0.617
N  0.688  1.600  -0.211
C  2.005  1.539  -0.836
C  2.987  1.140  0.212
C  2.576  -0.124  1.065
C  3.132  -1.391  0.965
H  2.932  -2.094  1.934
C  2.616  -1.964  -0.461
N  1.171  -2.223  -0.318
C  0.363  -1.969  -1.175
O  0.546  -1.190  -2.206
C  -1.185  -2.176  -0.922
N  -1.306  -3.093  0.130
O  -2.634  -3.124  0.516
H  -2.673  -3.690  1.202
H  -1.917  -1.997  -1.403
H  0.916  -2.857  0.667
H  3.136  -2.983  -0.419
H  2.879  -1.252  -1.285
H  4.237  -1.138  0.912
H  2.809  0.337  2.135
H  1.347  0.051  1.369
H  3.849  1.034  -0.229
H  3.060  2.139  0.972
H  2.137  2.509  -1.637
H  1.868  0.627  -1.506
C  -0.540  1.275  -1.163
C  -1.790  1.167  -0.534
C  -3.121  1.130  -1.045
C  -4.182  0.669  -0.517
C  -4.184  0.200  0.600
C  -3.022  -0.095  1.186
C  -1.784  0.419  0.758
H  -0.895  0.125  1.226
H  -2.998  -0.614  2.285
H  -5.070  -0.065  1.133
H  -5.126  0.841  -1.285
H  -3.065  1.669  -1.858
H  -0.286  0.742  -1.877
H  -0.853  2.522  -1.626
H  1.183  2.780  1.524
H  0.448  3.806  0.142
H  -0.706  2.870  0.963

Forces on the atoms, in the same order (eV/Å):
C -1.9 -2.3 1.8
N -3.0 1.1 -0.5
C -2.8 -0.3 -3.3
C -3.9 2.9 4.1
C -5.0 8.1 5.9
C 1.6 -3.4 -1.1
H 0.4 1.5 -2.6
C 1.6 -1.7 2.8
N 6.1 -4.5 9.0
C -8.8 5.8 -8.6
O 0.5 -2.6 2.1
C 12.1 -8.6 11.5
N -0.5 4.6 -3.6
O 0.2 2.5 -3.9
H -0.1 -3.1 3.7
H -9.3 3.4 -6.6
H 0.4 2.5 -4.1
H -0.6 1.3 -1.3
H -0.5 -1.1 0.7
H -0.8 -1.3 -0.1
H 0.2 -1.2 -1.6
H 3.1 -1.2 -1.8
H 5.1 -0.6 -2.1
H 0.2 -2.9 -1.9
H 0.4 -2.3 2.4
H 0.4 1.2 0.3
C 0.9 12.8 5.4
C -3.6 -6.0 6.0
C 9.0 2.1 -0.7
C -7.6 3.9 -11.1
C -2.7 -5.4 10.2
C 4.2 -0.4 5.5
C -2.4 0.5 -2.9
H 1.2 -0.1 0.7
H -0.2 1.1 -2.9
H -0.6 -0.4 0.1
H 1.9 -0.6 2.6
H -0.9 2.3 -5.0
H 2.2 -5.2 -6.5
H 1.4 -2.9 0.0
H -1.6 0.5 -1.5
H 1.0 0.6 -1.0
H 2.8 -0.6 -0.2



No. 3
A single C15H23N3O2 molecule in a non-equilibrium geometry, computed with ωB97M-V/def2-TZVPD.

Computed properties:
Charge = 0
SMILES = CN(CCCCCNC(=O)/C=N/O)Cc1ccccc1
Kohn-Sham gap = 9.4 eV
DFT total energy = -900.07619 Eh
ΔE to the lowest compared entry with this formula, charge and spin = 178.50 kJ/mol
Lowest unoccupied orbital energy = 0.8 eV

Geometry (Å):
C  2.267  2.959  -0.751
N  2.279  1.580  -0.315
C  1.813  1.433  1.056
C  0.291  1.526  1.165
C  -0.392  0.492  0.273
C  -1.913  0.566  0.368
C  -2.577  -0.470  -0.540
N  -4.016  -0.407  -0.464
C  -4.771  -1.376  0.090
O  -4.337  -2.430  0.510
C  -6.227  -1.058  0.134
N  -6.642  0.069  -0.260
O  -8.006  0.283  -0.179
C  3.591  0.978  -0.502
C  3.534  -0.515  -0.324
C  2.580  -1.253  -1.016
C  2.503  -2.624  -0.858
C  3.385  -3.278  -0.014
C  4.343  -2.552  0.672
C  4.413  -1.177  0.521
H  2.957  3.595  -0.171
H  2.554  3.006  -1.801
H  1.262  3.363  -0.653
H  2.277  2.184  1.720
H  2.119  0.443  1.403
H  0.011  1.359  2.207
H  -0.049  2.526  0.890
H  -0.078  0.664  -0.757
H  -0.057  -0.506  0.561
H  -2.250  1.566  0.082
H  -2.228  0.388  1.398
H  -2.290  -1.478  -0.235
H  -2.263  -0.310  -1.577
H  -4.481  0.445  -0.738
H  -6.878  -1.836  0.527
H  -8.142  1.181  -0.515
H  4.344  1.411  0.181
H  3.908  1.197  -1.527
H  1.896  -0.736  -1.670
H  1.753  -3.187  -1.396
H  3.326  -4.349  0.109
H  5.034  -3.055  1.332
H  5.159  -0.614  1.065

Forces on the atoms, in the same order (eV/Å):
C 0.0 0.0 0.0
N 0.2 0.0 0.0
C -0.2 0.1 0.1
C 0.3 -0.2 -0.2
C -0.3 0.3 0.2
C 0.2 -0.3 -0.2
C 0.2 0.1 0.2
N 0.0 0.2 -0.1
C 0.4 0.4 -0.3
O -0.2 -0.2 0.2
C -1.0 -0.2 0.2
N 0.2 0.6 -0.3
O 0.1 -0.5 0.2
C -0.1 0.1 -0.1
C 0.1 0.0 0.0
C 0.0 0.0 0.0
C -0.1 0.0 -0.1
C 0.0 -0.1 0.1
C 0.0 -0.1 0.0
C 0.0 0.1 -0.1
H 0.0 0.0 0.0
H 0.0 0.1 0.0
H 0.0 0.1 0.0
H 0.1 -0.1 0.0
H 0.0 0.1 0.1
H 0.0 0.1 0.0
H -0.1 0.1 0.1
H 0.0 -0.1 -0.1
H 0.1 -0.1 0.0
H 0.0 0.1 0.0
H -0.1 0.0 0.0
H 0.0 0.1 -0.1
H 0.0 -0.1 0.1
H -0.1 -0.1 0.0
H -0.1 0.0 0.0
H 0.3 -0.3 0.1
H 0.0 0.0 -0.1
H 0.0 0.1 0.1
H -0.1 0.1 -0.1
H -0.1 0.0 -0.1
H 0.0 -0.1 0.0
H 0.0 0.0 0.1
H 0.0 0.1 0.1



No. 4
A single C15H23N3O3 molecule in a non-equilibrium geometry, computed with ωB97M-V/def2-TZVPD.

Computed properties:
Charge = 0
SMILES = NCCCC[C@H](NC(=O)[C@@H](N)Cc1ccccc1)C(=O)O
Kohn-Sham gap = 9.4 eV
DFT total energy = -975.34204 Eh
ΔE to the lowest compared entry with this formula, charge and spin = 255.76 kJ/mol
Lowest unoccupied orbital energy = 0.5 eV

Geometry (Å):
N  -1.652  2.745  1.411
C  -2.145  3.066  0.033
C  -3.453  2.336  -0.359
C  -3.444  0.821  -0.097
C  -2.292  0.008  -0.655
C  -2.254  -1.314  0.102
N  -0.837  -1.781  0.282
C  -0.062  -1.187  1.278
O  -0.387  -0.243  2.011
C  1.304  -1.894  1.435
N  1.451  -2.802  0.249
C  2.584  -0.979  1.602
C  3.155  -0.225  0.462
C  4.333  -0.684  -0.070
C  4.807  0.064  -1.198
C  4.058  1.059  -1.786
C  2.866  1.454  -1.209
C  2.329  0.775  -0.099
C  -3.044  -2.268  -0.764
O  -4.045  -2.778  -0.379
O  -2.462  -2.552  -1.980
H  -1.195  1.775  1.536
H  -1.020  3.500  1.662
H  -1.401  2.923  -0.827
H  -2.386  4.168  0.072
H  -3.529  2.638  -1.456
H  -4.208  2.884  0.280
H  -3.533  0.686  1.043
H  -4.368  0.351  -0.586
H  -1.340  0.519  -0.495
H  -2.434  -0.139  -1.716
H  -2.707  -1.191  1.148
H  -0.561  -2.631  -0.219
H  1.145  -2.476  2.398
H  1.901  -2.232  -0.416
H  2.051  -3.560  0.503
H  3.366  -1.671  1.986
H  2.351  -0.211  2.332
H  4.962  -1.495  0.352
H  5.762  -0.372  -1.749
H  4.410  1.617  -2.628
H  2.233  2.158  -1.723
H  1.368  1.085  0.290
H  -1.677  -1.949  -2.055

Forces on the atoms, in the same order (eV/Å):
N 0.3 -1.2 -0.9
C 0.6 0.2 0.0
C 0.6 1.4 -0.1
C -2.0 0.1 0.4
C 0.4 1.2 1.2
C 1.1 0.1 1.0
N -1.5 1.1 0.6
C 0.2 -0.2 -0.3
O -0.1 -1.2 -1.4
C -0.1 -0.3 -0.4
N -0.7 0.0 2.1
C -0.6 -0.9 1.6
C -2.3 -1.1 0.2
C 1.4 1.9 -1.9
C 2.0 -2.8 -0.7
C 0.4 0.3 0.7
C -1.6 -0.9 0.6
C 2.2 0.6 -1.4
C 0.9 -0.9 0.8
O -0.6 -0.3 -0.6
O 0.4 0.9 0.6
H -0.8 2.2 -0.4
H 0.1 -0.6 0.2
H -0.5 0.1 1.2
H 0.3 -1.1 -0.3
H -0.6 -0.7 1.2
H 0.2 -1.1 -1.0
H 0.2 0.1 -1.7
H 0.8 0.8 1.0
H 0.0 0.0 -0.1
H 0.1 0.1 -0.4
H 0.5 -0.4 -1.7
H 0.5 0.6 0.8
H 0.5 0.5 -1.2
H 0.8 0.4 -1.3
H 0.5 -0.4 -0.1
H -0.5 0.5 0.1
H -0.1 -0.2 0.7
H -0.8 0.6 -0.2
H -1.9 1.3 1.3
H 0.3 0.0 -0.5
H 0.1 0.5 0.0
H 0.1 -0.3 0.3
H -0.9 -0.8 -0.2



No. 5
A molecular structure, C15H23N3OS in a non-equilibrium geometry, computed with ωB97M-V/def2-TZVPD.

Computed properties:
Charge = 0
Kohn-Sham gap = 8.4 eV
DFT total energy = -1222.43464 Eh
ΔE to the lowest compared entry with this formula, charge and spin = 1770.99 kJ/mol
Lowest unoccupied orbital energy = 0.6 eV

Geometry (Å):
S  0.116  -2.822  -1.216
C  -0.388  -1.383  -0.485
N  0.476  -0.825  0.271
H  0.362  0.278  0.526
C  1.927  -0.809  0.291
C  2.821  -0.152  -0.724
N  2.644  1.251  -0.417
C  3.444  1.920  0.156
C  4.785  2.253  -0.577
O  4.481  3.005  -1.599
C  3.720  2.154  -2.627
C  2.373  1.998  -1.965
H  1.557  1.652  -2.444
H  1.849  2.836  -1.524
H  3.436  3.052  -3.441
H  4.221  1.354  -2.769
H  5.409  2.902  0.301
H  5.369  1.295  -0.674
H  3.581  1.146  1.046
H  3.103  2.710  0.670
H  2.347  -0.447  -1.842
H  4.006  -0.589  -0.764
H  2.187  -2.205  0.069
H  2.569  -0.889  1.359
N  -1.539  -0.747  -0.976
H  -1.747  -0.027  -0.045
C  -2.623  -1.286  -1.122
H  -3.326  -0.805  -1.723
H  -2.126  -2.052  -1.980
C  -3.288  -2.337  -0.098
C  -3.732  -1.568  0.898
C  -2.879  -1.226  1.987
C  -3.227  -0.568  3.141
C  -4.443  0.240  3.197
C  -5.282  0.007  2.110
C  -4.944  -1.051  0.930
H  -5.719  -0.918  0.057
H  -6.150  0.285  2.262
H  -4.699  0.708  3.957
H  -2.376  -0.499  3.931
H  -1.900  -1.868  2.268
H  -2.344  -3.227  0.215
H  -4.050  -2.749  -0.633

Forces on the atoms, in the same order (eV/Å):
S -0.8 -0.2 0.0
C -0.1 -3.7 -4.9
N 2.7 8.8 3.8
H -1.0 -3.1 -0.7
C 4.3 -9.3 1.9
C -0.1 -1.6 -2.6
N -12.5 -6.6 -14.2
C 12.5 2.1 8.8
C 1.6 -0.6 7.3
O -0.3 0.5 -4.9
C -5.4 11.0 1.8
C 1.8 0.0 5.1
H -2.1 -2.7 -2.0
H 1.1 1.5 -0.4
H 1.6 -3.0 1.3
H 3.4 -5.5 -1.9
H -1.3 -1.5 -2.6
H -0.2 0.8 -0.8
H 1.3 1.6 -0.3
H -1.4 3.6 1.5
H 1.4 0.9 2.9
H -3.3 1.1 0.5
H -0.7 4.0 0.5
H -2.8 1.0 -2.3
N 10.1 10.5 9.8
H 1.2 -0.9 -2.7
C -7.2 -12.2 -6.0
H -1.5 1.3 -0.4
H -2.2 0.5 1.2
C 7.2 -3.0 -3.5
C 0.1 2.2 5.6
C 2.4 -2.5 2.8
C 0.9 2.4 0.4
C 3.3 -7.0 -8.6
C 9.1 -5.4 -2.1
C -5.0 6.2 2.0
H 1.6 -1.1 1.7
H -8.6 3.0 0.3
H -2.4 4.5 6.8
H -1.9 -0.1 -1.2
H -2.0 1.3 -1.7
H -3.1 2.8 -1.0
H -1.9 -1.7 -1.5